Here is a 2-piece molecular cluster, C4H13NOS2 overall in a non-equilibrium geometry from the Open Molecules 2025 dataset. Energies are from wB97M-V/def2-TZVPD.

## Properties
Relative energy (zero: lowest compared OMol25 entry of this formula, charge and spin), eV: 0.693
Gap between HOMO and LUMO, eV: 9.31
Total energy, Ha: -1086.55584
LUMO level, eV: 0.56
SMILES: CCSSCCN.O

Cartesian coordinates (Å):
C -2.665 1.460 -0.253
C -2.003 1.667 1.119
S -0.226 1.264 1.143
S -0.092 -0.499 2.108
C 0.283 -1.723 0.813
C 1.375 -1.327 -0.143
N 2.732 -1.183 0.392
H -3.463 0.724 -0.125
H -3.149 2.380 -0.610
H -1.952 1.328 -1.061
H -2.082 2.702 1.442
H -2.462 1.082 1.915
H 0.583 -2.624 1.355
H -0.648 -1.914 0.285
H 1.436 -1.994 -0.987
H 1.249 -0.359 -0.630
H 3.051 -2.020 0.880
H 2.704 -0.517 1.157
O 1.938 0.265 -3.190
H 1.315 0.985 -3.372
H 2.075 0.302 -2.239

Here is C29H44AsF2FeNS2Si3 as an isolated structure from the Open Molecules 2025 dataset. Energies are from wB97M-V/def2-TZVPD.

## Properties
Gap between HOMO and LUMO, eV: 4.08
Total energy, Ha: -6550.38476
Charge: -2
LUMO level, eV: 4.58

Cartesian coordinates (Å):
Fe -0.038 -0.122 0.185
C 2.198 0.084 4.301
C 1.809 0.030 2.841
S 0.106 -0.328 2.524
C 2.698 0.201 1.847
C 4.162 0.441 2.108
S 2.264 0.096 0.138
H 1.358 -0.240 4.915
H 2.466 1.099 4.621
H 3.048 -0.565 4.531
H 4.357 0.773 3.131
H 4.546 1.201 1.423
H 4.748 -0.467 1.929
C 0.159 -0.726 -4.163
C 0.276 0.579 -4.635
C 0.325 1.598 -3.705
C 0.225 1.319 -2.336
C 0.040 0.019 -1.808
C 0.047 -0.981 -2.810
C 0.327 2.400 -1.343
C 0.777 3.700 -1.739
C 0.945 4.675 -0.818
C 0.650 4.397 0.537
C 0.769 5.380 1.547
C 0.440 5.093 2.840
C -0.018 3.799 3.161
C -0.136 2.834 2.202
C 0.200 3.100 0.855
N 0.052 2.102 -0.087
H 0.151 -1.554 -4.868
H 0.340 0.792 -5.697
H 0.414 2.616 -4.066
H -0.039 -2.020 -2.515
H 1.028 3.878 -2.773
H 1.314 5.658 -1.097
H 1.123 6.367 1.264
H 0.536 5.848 3.612
H -0.272 3.550 4.186
H -0.425 1.819 2.454
C -3.156 -2.268 2.774
Si -3.716 -0.599 2.141
C -3.170 0.691 3.393
C -5.613 -0.614 2.187
As -2.508 -0.164 0.135
Si -3.617 1.821 -0.629
C -5.508 1.751 -0.627
C -3.157 2.292 -2.394
C -3.209 3.288 0.485
Si -3.596 -1.636 -1.411
C -3.591 -0.931 -3.159
C -2.872 -3.360 -1.503
C -5.419 -1.946 -0.993
H -3.625 -2.455 3.746
H -2.071 -2.264 2.883
H -3.403 -3.092 2.105
H -3.664 0.501 4.352
H -3.390 1.717 3.099
H -2.091 0.597 3.536
H -5.818 -0.800 3.246
H -6.070 -1.412 1.606
H -6.091 0.323 1.911
H -5.935 0.940 -1.217
H -5.837 2.698 -1.068
H -5.916 1.700 0.380
H -3.922 1.960 -3.096
H -2.201 1.895 -2.718
H -3.098 3.383 -2.440
H -2.935 3.007 1.500
H -4.086 3.939 0.536
H -2.377 3.863 0.081
H -2.678 -0.394 -3.403
H -4.440 -0.266 -3.323
H -3.678 -1.773 -3.851
H -1.902 -3.377 -1.992
H -3.578 -3.951 -2.097
H -2.742 -3.810 -0.523
H -5.987 -1.069 -0.690
H -5.501 -2.693 -0.203
H -5.886 -2.361 -1.892
F -1.024 -2.775 0.933
C 0.026 -2.121 0.172
F 1.161 -2.757 0.681
H -0.107 -2.625 -0.797

Here is a 13-piece molecular cluster, C77H164N13O16 overall in a non-equilibrium geometry from the Open Molecules 2025 dataset. Energies are from wB97M-V/def2-TZVPD.

## Properties
Gap between HOMO and LUMO, eV: 5.32
Total energy, Ha: -4942.96197
Charge: +9
LUMO level, eV: -19.21

Cartesian coordinates (Å):
C 5.214 -5.717 1.111
C 4.173 -5.978 0.130
O 3.926 -5.719 -0.987
N 2.877 -6.765 0.841
H 2.776 -7.592 0.275
H 3.067 -7.165 1.743
C 1.694 -5.940 0.796
H 4.798 -5.228 1.999
H 6.047 -5.118 0.717
H 5.677 -6.676 1.344
H 0.825 -6.419 1.251
H 1.512 -5.622 -0.227
H 1.893 -4.987 1.321
C -5.713 -2.751 0.578
C -7.133 -2.582 0.818
O -8.043 -2.301 0.150
N -7.611 -2.680 2.406
H -8.572 -2.993 2.348
H -7.147 -3.481 2.816
C -7.493 -1.485 3.273
H -5.149 -2.547 1.486
H -5.362 -2.256 -0.329
H -5.626 -3.845 0.464
H -7.750 -1.726 4.304
H -8.198 -0.739 2.908
H -6.536 -1.010 3.092
C -4.548 -1.375 5.296
C -3.802 -0.642 4.371
O -3.899 -0.467 3.199
N -2.692 0.316 4.975
H -2.666 1.052 4.270
H -2.974 0.680 5.877
C -1.296 -0.243 5.177
H -5.213 -2.090 4.822
H -5.150 -0.666 5.892
H -3.892 -1.881 6.016
H -1.261 -0.858 6.076
H -0.582 0.572 5.383
H -0.970 -0.822 4.310
C -3.049 -5.356 6.339
C -2.178 -4.225 6.006
O -1.992 -3.154 6.513
N -1.363 -4.377 4.679
H -0.407 -3.958 4.729
H -1.225 -5.370 4.549
C -2.024 -3.760 3.495
H -3.837 -5.311 5.581
H -3.477 -5.237 7.328
H -2.522 -6.312 6.306
H -1.451 -3.993 2.598
H -1.916 -2.693 3.682
H -3.069 -4.069 3.432
C 2.305 2.011 4.299
C 3.775 1.636 4.514
C 3.971 0.718 5.700
C 5.355 0.206 5.882
C 5.722 -0.619 4.651
C 5.616 0.112 3.314
N 4.427 0.979 3.332
O 3.771 1.200 2.152
C 5.611 -0.916 2.191
C 6.741 1.157 3.105
C 4.596 2.949 4.689
H 1.803 2.201 5.254
H 1.776 1.170 3.819
H 2.221 2.944 3.735
H 3.259 -0.112 5.759
H 3.706 1.307 6.600
H 5.336 -0.444 6.763
H 6.108 0.956 6.129
H 5.181 -1.572 4.666
H 6.772 -0.923 4.726
H 5.393 -0.529 1.199
H 4.821 -1.679 2.345
H 6.584 -1.406 2.140
H 6.563 1.795 2.239
H 7.673 0.617 2.866
H 7.009 1.772 3.972
H 3.985 3.557 5.363
H 4.637 3.547 3.780
H 5.564 2.843 5.181
C -0.055 -7.029 -2.907
C -0.025 -6.688 -4.395
C 0.436 -5.275 -4.631
C 1.911 -4.969 -4.254
C 2.718 -5.852 -5.129
C 2.530 -7.378 -5.067
N 1.041 -7.585 -4.947
O 0.607 -8.826 -5.280
C 3.082 -7.981 -3.783
C 3.122 -8.056 -6.270
C -1.390 -6.884 -5.019
H 0.925 -6.830 -2.466
H -0.371 -8.065 -2.733
H -0.844 -6.450 -2.420
H -0.268 -4.654 -4.046
H 0.292 -4.987 -5.682
H 2.090 -5.232 -3.204
H 2.213 -3.935 -4.465
H 3.771 -5.706 -4.825
H 2.763 -5.488 -6.158
H 4.169 -8.100 -3.876
H 2.728 -8.997 -3.567
H 2.868 -7.390 -2.878
H 4.154 -7.706 -6.347
H 2.673 -7.680 -7.185
H 3.123 -9.149 -6.168
H -2.156 -6.347 -4.445
H -1.696 -7.925 -4.930
H -1.405 -6.588 -6.064
C -4.890 3.983 5.264
C -5.424 4.466 3.886
C -4.611 5.608 3.348
C -4.876 5.964 1.875
C -4.479 4.705 1.071
C -5.237 3.433 1.425
N -5.439 3.362 2.872
O -5.577 2.150 3.383
C -4.494 2.236 0.843
C -6.699 3.494 0.921
C -6.903 4.841 3.996
H -3.882 3.566 5.170
H -5.582 3.258 5.692
H -4.796 4.786 5.992
H -3.542 5.498 3.530
H -4.949 6.442 3.986
H -4.236 6.795 1.571
H -5.918 6.242 1.716
H -3.390 4.587 1.182
H -4.581 4.840 -0.024
H -3.444 2.253 1.148
H -4.592 2.343 -0.239
H -4.894 1.262 1.085
H -7.350 2.677 1.250
H -6.639 3.410 -0.164
H -7.245 4.402 1.199
H -7.528 3.985 4.275
H -7.331 5.470 3.215
H -6.929 5.496 4.881
C 2.103 7.650 2.574
C 1.083 6.700 2.985
C -0.304 7.335 3.040
C -0.923 7.847 1.750
C -1.074 6.648 0.857
C 0.219 5.784 0.575
N 1.023 5.746 1.813
O 1.794 4.623 1.883
C 1.184 6.478 -0.453
C -0.201 4.455 0.029
C 1.423 6.023 4.265
H 2.370 8.325 3.394
H 1.806 8.305 1.755
H 3.032 7.177 2.274
H -0.110 8.210 3.690
H -1.048 6.733 3.560
H -0.292 8.608 1.280
H -1.877 8.332 1.960
H -1.342 7.026 -0.138
H -1.910 6.025 1.159
H 1.304 7.516 -0.129
H 0.665 6.577 -1.432
H 2.142 6.038 -0.716
H -0.833 3.813 0.650
H 0.659 3.883 -0.333
H -0.754 4.715 -0.879
H 0.607 5.337 4.513
H 1.375 6.725 5.096
H 2.376 5.507 4.257
C 1.549 -2.816 -1.199
C 1.304 -1.410 -0.715
C 0.990 -0.502 -1.956
C 0.266 0.793 -1.708
C -1.064 0.405 -1.086
C -1.004 -0.310 0.252
N 0.142 -1.314 0.205
O -0.017 -2.298 1.123
C -2.358 -0.909 0.543
C -0.502 0.583 1.370
C 2.399 -0.875 0.130
H 1.848 -3.442 -0.358
H 2.373 -2.786 -1.920
H 0.672 -3.231 -1.692
H 0.479 -1.129 -2.685
H 1.980 -0.321 -2.372
H 0.056 1.327 -2.638
H 0.854 1.462 -1.066
H -1.645 -0.153 -1.819
H -1.624 1.326 -0.891
H -3.036 -0.077 0.715
H -2.357 -1.513 1.454
H -2.688 -1.553 -0.277
H -1.208 1.409 1.419
H 0.481 1.021 1.147
H -0.362 0.104 2.347
H 2.340 0.163 0.445
H 3.263 -0.939 -0.524
H 2.626 -1.485 1.011
C -0.283 -1.607 -5.477
C -1.760 -1.444 -5.873
C -2.360 -2.834 -6.104
C -3.865 -2.905 -6.263
C -4.419 -2.476 -4.917
C -4.106 -1.047 -4.505
N -2.618 -0.765 -4.886
O -2.091 0.253 -4.167
C -4.480 -0.840 -3.059
C -4.763 -0.051 -5.393
C -1.940 -0.507 -7.019
H -0.288 -2.191 -4.548
H 0.277 -0.668 -5.460
H 0.161 -2.251 -6.240
H -2.010 -3.589 -5.383
H -1.928 -3.161 -7.063
H -4.145 -3.935 -6.496
H -4.215 -2.322 -7.129
H -4.234 -3.254 -4.170
H -5.524 -2.415 -5.006
H -5.521 -1.182 -3.014
H -4.435 0.172 -2.670
H -3.916 -1.564 -2.453
H -4.271 0.924 -5.338
H -5.826 0.135 -5.146
H -4.850 -0.354 -6.438
H -2.912 -0.485 -7.512
H -1.260 -0.895 -7.790
H -1.534 0.478 -6.826
C 0.521 2.907 -5.149
C 1.345 3.401 -3.957
C 2.702 2.826 -3.813
C 3.588 3.680 -2.902
N 4.965 3.214 -2.547
C 4.970 1.995 -1.814
C 6.072 2.065 -0.763
C 5.922 3.529 -0.279
C 5.636 4.212 -1.614
C 5.810 3.108 -3.811
C 6.202 4.409 -4.501
C 6.446 4.266 -6.004
H -0.499 3.294 -5.144
H 0.468 1.811 -5.131
H 0.970 3.184 -6.109
H 0.799 3.323 -3.006
H 1.427 4.500 -4.019
H 3.166 2.871 -4.811
H 2.619 1.812 -3.402
H 3.107 3.926 -1.955
H 3.773 4.643 -3.384
H 5.036 1.146 -2.499
H 4.008 1.874 -1.282
H 7.064 1.803 -1.137
H 5.850 1.332 0.006
H 6.823 3.937 0.172
H 5.045 3.600 0.395
H 6.525 4.591 -2.116
H 4.923 5.041 -1.521
H 5.218 2.491 -4.488
H 6.698 2.553 -3.482
H 7.070 4.870 -4.004
H 5.422 5.167 -4.437
H 5.503 3.964 -6.476
H 7.271 3.617 -6.318
H 6.675 5.243 -6.444
N -2.141 -3.783 -1.409
O -1.410 -4.035 -0.410
O -3.227 -4.356 -1.719
O -1.807 -2.799 -2.107
N 1.967 -2.469 3.516
O 2.693 -3.260 2.845
O 0.900 -2.885 4.115
O 2.226 -1.228 3.616